No. 1
Here is a structure of composition C33H40CsN9O4S2Si at a distorted geometry from OMol25. Energies are from ωB97M-V/def2-TZVPD.

Properties
Energy above the lowest of the compared OMol25 structures with the same formula, charge and spin = 108.55 kJ/mol
E_tot = -86570.5698 eV
HOMO-LUMO gap = 5.8 eV
Charge = -2

CARTESIAN COORDINATES (ANGSTROEM)
Cs -6.86159 -17.08959 12.85562
C -5.85986 -25.08153 13.09108
C -6.47973 -23.69965 13.14345
C -7.64612 -23.39722 12.43063
C -8.12644 -22.11380 12.26325
C -7.42592 -21.02233 12.86393
N -7.75074 -19.72903 12.65560
C -8.75991 -19.45932 11.74687
C -10.03058 -19.13555 12.24575
C -11.10363 -18.81905 11.46185
C -10.95600 -18.84203 10.07850
C -12.13835 -18.60181 9.18040
C -9.71407 -19.13509 9.52612
C -8.60936 -19.40268 10.33917
N -7.35455 -19.53871 9.65710
C -7.05450 -18.86530 8.51799
C -5.77014 -19.23027 8.20893
C -5.39500 -20.13061 9.20161
N -6.36422 -20.33793 10.08149
C -6.32429 -21.36978 13.68510
C -5.82227 -22.65462 13.75367
N -5.62877 -20.29855 14.37305
C -6.19057 -19.33590 15.13024
C -5.19269 -18.43654 15.46263
C -4.03379 -19.01387 14.85154
N -4.33199 -20.11172 14.18609
H -6.57287 -25.84022 12.72509
H -5.44053 -25.44357 14.03252
H -5.05541 -25.11843 12.37543
H -8.17738 -24.22350 11.92762
H -8.97120 -21.91965 11.62642
H -10.12164 -19.11791 13.33237
H -12.10520 -18.58095 11.85455
H -13.03123 -19.13366 9.56948
H -11.88777 -19.01538 8.19485
H -12.34858 -17.52355 9.08030
H -9.60793 -19.12561 8.47408
H -7.64323 -18.09066 8.09022
H -5.13205 -18.82375 7.45560
H -4.43992 -20.66620 9.33365
H -4.86712 -22.77356 14.26951
H -7.24998 -19.32382 15.26567
H -5.23819 -17.47797 15.97067
H -3.00640 -18.68321 14.84751
C -3.85901 -12.35549 14.97189
C -3.03934 -12.98308 13.89040
N -2.30813 -12.42511 12.98430
N -1.71672 -13.46090 12.31789
C -2.12996 -14.69083 12.76078
S -1.62683 -16.23937 12.31330
N -2.97182 -14.36371 13.78756
N -3.43846 -15.28588 14.71208
H -4.12414 -11.35146 14.69729
H -3.27174 -12.39903 15.86840
H -4.77776 -12.94612 15.05764
H -1.13748 -13.27140 11.51718
H -4.41433 -15.09164 14.99196
H -3.37821 -16.22611 14.24646
C -8.12355 -13.92375 17.61332
Si -7.83767 -14.66667 15.85559
C -8.96105 -16.27089 15.83668
C -8.52610 -13.24135 14.78510
O -6.31326 -15.03871 15.58637
H -9.12894 -13.59938 17.87647
H -7.46158 -13.07838 17.69031
H -7.82936 -14.60495 18.41014
H -9.95019 -16.18917 16.28584
H -8.39676 -16.97634 16.44257
H -9.06399 -16.75170 14.88863
H -9.58558 -13.02342 14.90780
H -8.37940 -13.45445 13.72744
H -7.96053 -12.35742 15.04347
C -10.27005 -15.80025 4.64172
C -9.35912 -15.55207 5.79819
C -8.14032 -15.04880 5.41144
C -7.13753 -14.74141 6.29821
C -7.44996 -14.97129 7.63293
C -8.65468 -15.49540 8.07119
C -9.64793 -15.77960 7.15190
S -6.23347 -14.67457 8.86451
O -5.61038 -15.98328 9.11905
O -5.37837 -13.70917 8.18452
O -6.93206 -14.18412 10.04716
H -9.78384 -15.43449 3.73127
H -11.24119 -15.29974 4.74142
H -10.46840 -16.87417 4.50102
H -8.00908 -14.86155 4.33562
H -6.21097 -14.24735 6.01674
H -8.80952 -15.57035 9.14744
H -10.58757 -16.23339 7.40289

No. 2
Here is a structure of composition C33H40IrN3O4S3 from OMol25. Energies are from ωB97M-V/def2-TZVPD.

Properties
Energy above the lowest of the compared OMol25 structures with the same formula, charge and spin = 0.00 kJ/mol
E_tot = -82848.2873 eV
Multiplicity = 2
HOMO-LUMO gap (spin up / spin down) = 6.7 / 5.4 eV
Charge = +3

CARTESIAN COORDINATES (ANGSTROEM)
Ir 0.16372 -0.05425 0.58930
C 1.19230 -1.08530 3.50684
C -0.03712 -1.91718 3.23240
S -1.22697 -1.09801 2.14047
C -1.89733 0.23759 3.17201
C -1.04169 1.48109 3.32670
S -0.05829 1.90763 1.82915
C 1.56979 2.26379 2.56783
C 2.57441 1.11346 2.53200
S 1.93389 -0.49350 1.94157
H 1.97335 -1.66414 4.00250
H 0.96403 -0.22058 4.12548
H -0.56344 -2.17338 4.15307
H 0.19996 -2.85210 2.72391
H -2.12162 -0.19698 4.14730
H -2.84962 0.47414 2.70177
H -0.35150 1.40889 4.16341
H -1.68009 2.34517 3.50907
H 1.36878 2.61207 3.57976
H 1.96176 3.10895 2.00577
H 2.98722 0.89333 3.51813
H 3.40529 1.35384 1.87557
O -1.07358 0.77148 -2.28070
C -1.96524 1.57221 -2.46659
C -3.03712 1.85512 -1.50279
C -3.97410 2.79187 -1.82934
C -5.09170 2.98083 -0.99124
C -5.33224 2.20558 0.13716
C -4.41403 1.24785 0.47881
C -3.19203 1.05492 -0.28708
O -2.37070 0.19142 0.09832
N -6.07208 4.03269 -1.36742
O -5.82216 4.65118 -2.37591
O -7.02607 4.15590 -0.64154
H -2.05907 2.08789 -3.43610
H -3.90696 3.38491 -2.73401
H -6.23583 2.37233 0.70874
H -4.57543 0.60486 1.33499
C 4.32866 -0.76236 -0.54805
C 4.05739 0.72095 -0.49158
C 5.12857 1.56688 -0.20564
C 4.97113 2.94080 -0.16861
C 3.73600 3.50429 -0.46023
C 2.63616 2.70742 -0.75031
C 1.34446 3.34226 -1.18887
C 2.80577 1.31744 -0.71691
N 1.66721 0.44409 -0.88745
C 1.61578 -0.29393 -1.93789
C 2.44104 -0.10192 -3.15782
C 0.69602 -1.47553 -1.86439
C 0.57816 -2.39646 -3.02235
N 0.12517 -1.65682 -0.72826
C -0.68970 -2.82668 -0.45924
C -1.99909 -2.90370 -0.92928
C -2.58965 -1.94180 -1.92532
C -2.75939 -3.99596 -0.51160
C -2.22785 -4.97243 0.30913
C -0.89510 -4.90670 0.69535
C -0.09751 -3.83976 0.30838
C 1.38224 -3.85513 0.59113
H 5.04108 -1.04491 0.22612
H 4.78924 -1.02542 -1.50254
H 3.44138 -1.38290 -0.42208
H 6.10273 1.13169 -0.01977
H 5.81805 3.57664 0.05204
H 3.63178 4.58149 -0.49796
H 1.47138 4.41850 -1.28650
H 0.52151 3.16878 -0.49252
H 1.03424 2.94976 -2.15721
H 2.98395 0.83857 -3.13120
H 1.78732 -0.12111 -4.03253
H 3.15578 -0.91842 -3.28219
H 1.56681 -2.68279 -3.38462
H 0.07836 -1.87743 -3.84555
H 0.01117 -3.28824 -2.77262
H -1.98891 -1.04535 -2.06273
H -3.59260 -1.64112 -1.62332
H -2.68741 -2.43795 -2.89336
H -3.78135 -4.08310 -0.85950
H -2.83848 -5.80991 0.61824
H -0.46041 -5.71143 1.27528
H 1.62419 -4.58534 1.36203
H 1.77868 -2.88505 0.89782
H 1.93760 -4.14548 -0.30485

What is the formula in the first record?
C33H40CsN9O4S2Si

Which formula does entry 2 have?
C33H40IrN3O4S3

Which of these has the lowest E_tot?
C33H40CsN9O4S2Si